(1)
C71H68INO11 | the ωB97M-V functional and the def2-TZVPD basis

The geometry in ORCA input format:
```
! RIJCOSX wB97M-V def2-TZVPD def2/J DEFGRID3
* xyz 0 1
C -0.25 -2.96 -1.34
C -1.18 -1.66 -1.53
C -2.02 -1.23 -0.23
C -1.19 -1.18 1.14
C 0.32 -0.66 1.00
C 0.50 0.70 0.18
C 1.78 0.63 -0.83
C 3.18 0.63 -0.06
C 4.28 1.68 -0.57
C 3.73 3.07 -1.08
C 3.51 4.35 -0.22
C 3.83 4.35 1.34
C 2.85 3.43 2.23
C 1.56 4.21 2.82
O 1.42 3.76 4.22
C 0.58 2.58 4.20
C 2.99 5.66 -0.94
C 2.72 7.04 -0.15
C 1.29 7.69 -0.49
C 0.22 7.54 0.73
O -0.09 6.15 1.04
C -1.05 5.61 0.13
C -2.63 5.56 0.44
O -0.68 5.09 -0.94
C 2.71 5.72 -2.48
C 2.91 4.47 -3.36
C 3.42 3.21 -2.60
C 3.52 2.15 -3.78
O 3.66 0.90 -3.72
N 3.35 2.88 -5.07
C 4.68 2.87 -5.75
C 4.65 3.37 -7.28
C 3.24 3.14 -8.03
I 5.30 5.45 -7.44
C 2.70 4.19 -4.91
O 2.09 4.92 -5.71
H 0.84 -2.59 -1.29
H -0.37 -3.67 -2.23
H -0.46 -3.46 -0.33
H -1.96 -1.94 -2.34
H -0.63 -0.74 -1.93
H -2.89 -2.00 -0.13
H -2.54 -0.23 -0.47
H -1.17 -2.26 1.55
H -1.82 -0.57 1.90
H 0.69 -0.47 2.08
H 1.01 -1.47 0.58
H 0.63 1.62 0.88
H -0.41 0.95 -0.50
H 1.66 -0.39 -1.36
H 1.65 1.42 -1.64
H 3.64 -0.42 -0.21
H 2.95 0.68 1.07
H 4.96 1.91 0.34
H 4.99 1.19 -1.34
H 3.88 5.39 1.81
H 4.89 3.92 1.45
H 3.49 3.03 3.10
H 2.45 2.61 1.55
H 0.64 3.89 2.20
H 1.74 5.33 2.78
H 0.59 2.03 5.20
H 0.96 1.82 3.42
H -0.49 2.90 3.89
H 3.55 7.80 -0.42
H 2.77 6.93 0.99
H 0.77 7.26 -1.41
H 1.38 8.83 -0.67
H 0.65 8.08 1.64
H -0.73 8.08 0.37
H -3.24 6.13 -0.35
H -2.87 6.08 1.45
H -3.03 4.49 0.53
H 2.37 6.68 -2.99
H 5.15 1.82 -5.74
H 5.38 3.57 -5.17
H 5.43 2.75 -7.85
H 2.58 2.34 -7.54
H 2.67 4.14 -8.09
H 3.46 2.85 -9.13
O -5.87 9.42 0.81
C -5.24 10.45 0.62
C -4.23 10.52 -0.46
C -4.00 9.41 -1.27
C -3.08 9.49 -2.31
C -2.38 10.67 -2.54
C -2.59 11.77 -1.71
C -3.51 11.70 -0.67
C -3.71 12.87 0.21
O -3.04 13.88 0.06
C -4.74 12.80 1.27
C -4.96 13.92 2.09
C -5.95 13.87 3.07
C -6.71 12.72 3.24
C -6.48 11.61 2.44
C -5.49 11.64 1.46
H -4.55 8.49 -1.10
H -2.91 8.63 -2.94
H -1.67 10.73 -3.35
H -2.03 12.69 -1.89
H -4.37 14.82 1.96
H -6.13 14.74 3.70
H -7.49 12.69 3.99
H -7.08 10.71 2.58
O 0.15 -5.25 1.92
C -0.23 -6.33 2.35
C -1.63 -6.77 2.14
C -2.50 -5.95 1.42
C -3.81 -6.38 1.18
C -4.24 -7.61 1.66
C -3.37 -8.42 2.39
C -2.06 -7.99 2.64
C -1.15 -8.85 3.43
O -1.55 -9.90 3.91
C 0.25 -8.42 3.63
C 1.12 -9.24 4.35
C 2.45 -8.86 4.51
C 2.91 -7.66 3.95
C 2.03 -6.84 3.25
C 0.70 -7.21 3.09
H -2.17 -4.99 1.04
H -4.49 -5.75 0.62
H -5.25 -7.95 1.46
H -3.71 -9.38 2.76
H 0.78 -10.17 4.77
H 3.13 -9.49 5.06
H 3.95 -7.37 4.07
H 2.39 -5.91 2.83
O 1.63 -11.60 1.15
C 0.91 -12.38 0.55
C -0.45 -12.68 1.04
C -0.92 -12.05 2.19
C -2.21 -12.30 2.64
C -3.04 -13.18 1.94
C -2.56 -13.83 0.80
C -1.26 -13.58 0.35
C -0.76 -14.29 -0.85
O -1.46 -15.12 -1.41
C 0.59 -13.97 -1.35
C 1.06 -14.60 -2.50
C 2.32 -14.28 -3.00
C 3.11 -13.34 -2.36
C 2.65 -12.71 -1.20
C 1.39 -13.03 -0.69
H -0.29 -11.36 2.73
H -2.58 -11.80 3.53
H -4.05 -13.37 2.28
H -3.21 -14.52 0.27
H 0.45 -15.34 -3.01
H 2.68 -14.77 -3.90
H 4.09 -13.08 -2.76
H 3.27 -11.98 -0.70
*
```

Calculated values
**Molar mass**: 1238.22 g/mol
**LUMO**: -1.20 eV
**Frontier orbital gap**: 7.60 eV
**SMILES string**: CCCCCCCCCc1c(CCCOC)c(CCCOC(C)=O)cc2c1C(=O)N(C[C@@H](C)I)C2=O.O=C1c2ccccc2C(=O)c2ccccc21.O=C1c2ccccc2C(=O)c2ccccc21.O=C1c2ccccc2C(=O)c2ccccc21
**Electronic energy**: -3926.156242 a.u.

(2)
C71H75Br2ClN8O19P | the ωB97M-V functional and the def2-TZVPD basis

The geometry in ORCA input format:
```
! RIJCOSX wB97M-V def2-TZVPD def2/J DEFGRID3
* xyz -1 1
C -1.68 -1.10 -4.79
C -3.30 -1.09 -4.67
C -3.86 0.06 -3.68
C -5.21 -0.36 -2.93
C -4.82 -0.84 -1.43
C -5.20 0.27 -0.29
C -3.86 1.06 0.10
C -2.75 0.43 1.03
C -2.97 -1.02 1.65
C -2.29 -2.22 0.81
C -3.09 -3.58 1.23
C -2.80 -4.04 2.75
N -1.60 -4.96 2.79
C -1.50 1.30 1.28
C -1.30 2.76 0.71
C -2.39 3.38 -0.20
C -2.12 4.85 -0.77
O -2.67 5.92 -0.37
O -1.17 4.93 -1.80
C -3.65 2.50 -0.50
P -4.94 3.29 -1.68
O -5.52 4.75 -1.01
Cl -3.86 3.84 -3.46
C 0.05 3.56 1.10
O 0.10 4.78 1.35
C 1.36 2.62 1.18
C 2.74 3.25 0.71
Br 3.66 2.25 -0.74
C 3.80 3.55 1.91
C 3.19 3.31 3.39
Br 5.58 2.62 1.67
C 1.18 1.29 1.69
C 2.39 0.26 1.78
C 2.40 -0.72 0.49
C 1.30 -0.39 -0.63
C 1.51 -1.29 -1.98
C 2.85 -0.83 -2.73
C -0.27 0.76 2.18
O -0.42 0.02 3.18
H -1.33 -2.18 -4.96
H -1.15 -0.70 -3.86
H -1.33 -0.48 -5.70
H -3.63 -2.13 -4.31
H -3.68 -0.86 -5.73
H -4.07 0.98 -4.32
H -3.00 0.35 -2.97
H -5.92 0.53 -2.84
H -5.71 -1.25 -3.47
H -3.69 -0.95 -1.41
H -5.35 -1.80 -1.10
H -5.58 -0.22 0.68
H -6.02 0.92 -0.73
H -2.58 -1.12 2.73
H -4.10 -1.27 1.73
H -2.40 -2.13 -0.32
H -1.19 -2.41 1.09
H -4.23 -3.36 1.19
H -2.90 -4.44 0.50
H -3.68 -4.65 3.16
H -2.65 -3.15 3.46
H -0.88 -4.42 3.31
H -1.81 -5.83 3.31
H -5.09 5.47 -1.53
H 2.48 4.29 0.26
H 4.07 4.68 1.87
H 3.87 3.91 4.11
H 3.24 2.20 3.63
H 2.14 3.77 3.51
H 3.40 0.74 1.97
H 2.18 -0.41 2.70
H 3.48 -0.74 0.09
H 2.19 -1.80 0.84
H 0.26 -0.70 -0.23
H 1.29 0.69 -0.99
H 0.64 -0.98 -2.67
H 1.43 -2.41 -1.78
H 2.76 0.22 -3.21
H 3.77 -0.74 -2.03
H 3.16 -1.56 -3.55
C 2.20 7.64 1.12
C 2.96 7.24 0.03
C 4.15 7.90 -0.28
C 4.57 8.96 0.53
C 3.81 9.38 1.62
C 2.62 8.71 1.92
N 5.83 9.64 0.22
O 6.46 9.27 -0.75
O 6.18 10.55 0.97
H 1.28 7.12 1.36
H 2.63 6.41 -0.59
H 4.73 7.58 -1.13
H 4.12 10.20 2.25
H 2.02 9.02 2.77
C -8.32 -5.46 6.98
C -7.85 -4.34 6.29
C -6.50 -4.21 6.02
C -5.61 -5.20 6.44
C -6.07 -6.32 7.14
C -7.43 -6.44 7.40
N -4.18 -5.07 6.14
O -3.81 -4.07 5.55
O -3.44 -5.98 6.50
H -9.38 -5.57 7.18
H -8.55 -3.58 5.96
H -6.14 -3.33 5.48
H -5.39 -7.09 7.48
H -7.80 -7.31 7.94
C -1.62 -8.55 -2.93
C -0.74 -7.93 -2.05
C -0.75 -6.54 -1.91
C -1.65 -5.79 -2.66
C -2.52 -6.40 -3.55
C -2.50 -7.79 -3.69
N -1.68 -4.33 -2.50
O -0.89 -3.83 -1.72
O -2.51 -3.71 -3.15
H -1.61 -9.63 -3.03
H -0.05 -8.52 -1.46
H -0.06 -6.07 -1.21
H -3.22 -5.82 -4.14
H -3.18 -8.27 -4.38
C -2.68 -12.08 10.12
C -2.41 -12.01 8.75
C -3.14 -11.15 7.94
C -4.14 -10.36 8.51
C -4.41 -10.43 9.88
C -3.68 -11.29 10.68
N -4.89 -9.43 7.67
O -4.64 -9.40 6.48
O -5.73 -8.72 8.21
H -2.10 -12.76 10.75
H -1.63 -12.63 8.32
H -2.93 -11.11 6.88
H -5.18 -9.81 10.33
H -3.88 -11.35 11.74
C 10.19 10.05 0.91
C 8.96 9.90 1.54
C 8.83 9.03 2.62
C 9.95 8.31 3.05
C 11.18 8.46 2.41
C 11.30 9.33 1.34
N 9.83 7.41 4.20
O 8.73 7.30 4.72
O 10.84 6.83 4.57
H 10.28 10.74 0.07
H 8.09 10.47 1.20
H 7.87 8.92 3.10
H 12.05 7.90 2.74
H 12.25 9.45 0.84
C 6.52 6.76 -3.05
C 7.71 6.81 -3.78
C 7.96 5.87 -4.77
C 7.00 4.89 -5.04
C 5.81 4.83 -4.31
C 5.58 5.78 -3.32
N 7.24 3.92 -6.11
O 8.31 3.99 -6.71
O 6.37 3.09 -6.33
H 6.33 7.50 -2.28
H 8.44 7.58 -3.57
H 8.88 5.92 -5.33
H 5.07 4.07 -4.51
H 4.66 5.75 -2.74
C -2.83 -0.41 -11.76
C -4.06 -0.54 -11.12
C -4.19 -1.39 -10.03
C -3.08 -2.10 -9.58
C -1.85 -1.99 -10.22
C -1.73 -1.14 -11.31
N -3.21 -2.98 -8.41
O -4.31 -3.07 -7.88
O -2.21 -3.57 -8.03
H -2.73 0.26 -12.61
H -4.92 0.03 -11.47
H -5.15 -1.48 -9.53
H -0.98 -2.54 -9.88
H -0.77 -1.04 -11.82
*
```

Calculated values
**Molar mass**: 1570.65 g/mol
**LUMO**: -0.04 eV
**Frontier orbital gap**: 4.72 eV
**Electronic energy**: -10566.797043 a.u.